Entry 1:
12
Properties=species:S:1:pos:R:3:forces:R:3 method="wB97M-V/def2-TZVPD" smiles="C#CC(C#C)C(=O)O" e_homo_ev=-9.998 relative_energy_kcal_mol=142.3 orbital_gap_ev=10.05 fmax_ev_per_a=8.64
O 1.044 -1.993 -0.387 -0.3 6.0 2.0
C 0.741 -0.800 -0.035 0.5 -6.2 1.7
H 0.573 0.676 1.462 1.6 -2.7 -1.2
O 1.122 -0.193 1.235 -1.7 -0.8 -1.7
C -2.659 0.012 0.555 0.5 0.6 -4.6
C 1.082 2.142 -0.206 -3.6 -3.3 -2.4
H 1.799 2.978 -0.190 -0.9 -0.9 0.3
H -0.578 -0.494 -1.784 0.9 0.4 -0.4
C 0.255 1.222 -0.511 3.6 6.4 -0.9
C -0.387 -0.089 -0.795 3.2 1.2 1.2
H -3.822 0.384 0.269 3.7 -1.4 1.6
C -1.583 -0.164 -0.097 -7.4 0.8 4.4



Entry 2:
101
Properties=species:S:1:pos:R:3:forces:R:3 method="wB97M-V/def2-TZVPD" e_homo_ev=-12.714 orbital_gap_ev=7.58 total_charge=+1 fmax_ev_per_a=7.38
C 0.544 2.701 4.366 -1.3 0.8 -0.3
C -1.598 -5.339 -3.399 -0.1 0.4 -0.1
H -0.545 2.662 4.517 0.1 -0.2 0.2
C -3.289 2.477 2.578 0.2 1.2 1.9
C 1.179 -4.639 -0.103 1.0 -0.8 -1.2
O 2.323 -2.877 -2.889 -0.2 -0.8 0.5
C 2.846 3.677 -1.687 0.0 -0.9 0.0
C 2.880 3.749 -0.148 -0.1 0.4 0.3
F 2.045 1.269 1.379 0.3 -0.2 0.0
S -6.319 3.012 -0.584 0.5 -0.2 -0.4
H 5.096 5.857 1.850 -0.1 0.0 -0.2
F -1.473 -6.824 -5.222 0.0 0.1 0.1
O -2.155 0.336 2.915 2.1 -2.5 2.8
H 2.903 -5.786 0.666 0.3 0.2 -0.5
H 0.898 3.461 5.071 0.3 0.0 -0.1
O -5.851 1.574 -0.066 0.2 0.1 0.4
O -5.402 4.007 -0.178 0.8 0.3 0.4
C 4.334 3.800 1.729 -0.8 0.4 1.1
H -5.712 -0.020 -1.319 0.2 -0.2 0.2
H 2.205 1.315 4.569 -0.1 0.0 -0.4
H 1.095 1.435 5.888 0.0 -0.1 0.0
O 0.754 3.138 3.043 -0.7 0.5 -1.5
H -4.004 2.255 -2.317 -0.2 0.4 0.1
C 1.135 1.392 4.790 0.9 0.1 0.9
B -1.122 -2.792 2.320 0.1 -1.6 -1.9
C -2.368 -4.089 -1.600 0.1 0.5 1.0
O 0.148 -2.055 -2.012 0.0 -0.3 0.8
H -2.778 -2.010 -1.779 -0.1 0.1 0.1
O -1.692 -0.029 -0.547 1.0 -1.3 0.8
C 3.232 -0.782 -3.124 0.0 0.1 0.0
H -0.439 3.953 -0.729 0.6 -1.0 -0.2
N -0.087 1.724 0.437 1.8 -4.4 -1.3
C 2.393 -4.837 0.781 -1.6 0.6 1.6
O -0.874 -5.991 -2.711 0.2 -0.3 0.2
C 3.401 -2.225 -3.572 -0.3 0.6 -0.3
F 3.966 4.115 -2.238 -0.2 0.2 0.0
O 1.574 -0.307 -0.288 -0.6 -0.1 -1.2
H 0.082 5.425 0.366 1.2 0.6 0.9
C -1.704 -5.541 -4.923 0.1 -0.5 -0.2
F -0.765 -4.806 -5.524 -0.1 0.1 -0.1
H 2.064 -4.786 1.826 0.1 -0.1 0.0
O 1.877 3.858 0.524 -0.5 -0.1 0.1
F 2.737 2.358 -1.972 -0.1 0.2 -0.1
O -6.073 2.700 -2.121 -0.3 0.4 0.2
H -1.668 -1.809 1.955 -0.8 0.7 -0.5
C -4.984 1.789 -2.260 -0.4 -0.7 -0.3
C -5.109 0.844 -1.051 -0.2 0.3 -0.6
H 1.496 -4.933 -1.110 -0.3 0.3 -0.1
C -3.267 0.978 2.409 -1.0 0.8 -1.8
H 0.375 -5.337 0.124 0.0 0.1 0.4
O 1.804 -0.620 -3.084 -0.3 0.4 -0.4
H 3.180 -2.272 -4.639 0.3 -0.2 -0.1
H 6.238 4.587 1.272 -0.1 0.4 -0.2
O 0.470 -2.245 -4.392 0.2 0.0 -0.7
H -4.120 0.584 -0.687 -0.1 -0.2 0.2
F 1.793 4.310 -2.166 0.2 0.1 -0.1
O 0.441 -0.320 1.866 -1.1 -1.0 0.4
S 0.928 0.384 0.741 1.8 2.9 3.2
F 4.996 -1.486 2.456 0.0 0.0 -0.1
H -3.305 2.684 3.664 0.1 -0.1 -0.1
Zr -0.910 -1.067 3.700 1.1 6.8 -2.7
O -2.220 3.215 2.059 3.1 0.1 -1.1
H 0.848 -3.606 -0.143 -0.1 0.0 0.2
H -5.221 1.262 -3.181 0.4 -0.1 -0.1
H 3.648 -0.081 -3.843 -0.1 0.1 0.0
S 1.026 -1.994 -3.120 0.1 0.4 0.0
H -0.989 5.775 -1.253 0.2 0.0 0.0
O 3.328 -3.752 0.616 1.0 -0.5 -0.7
H 5.879 4.681 2.924 -0.4 0.1 0.2
F -1.971 2.246 -0.857 0.2 -0.2 0.4
H -2.735 -4.969 -1.068 0.0 -0.1 -0.2
C 5.411 4.824 1.948 1.1 -0.7 -0.2
H -4.219 2.942 2.238 -0.1 -0.6 -0.5
H -4.203 0.631 2.853 0.1 -0.3 0.0
F 5.531 -2.426 0.583 0.0 0.1 -0.1
H 3.417 4.109 2.228 -0.2 -0.1 -0.2
F -2.901 -5.214 -5.409 0.1 0.1 0.1
O -7.681 3.184 -0.297 -0.8 -0.2 -0.1
C 3.301 -2.724 1.410 0.0 0.0 -0.1
S -0.846 1.070 -0.831 -5.1 3.7 -2.8
O 2.464 -2.429 2.212 -0.4 0.1 0.4
F 4.223 -0.691 0.599 0.1 -0.1 0.0
O -0.285 1.284 -2.104 1.4 -0.7 0.1
H 4.349 -2.680 -3.320 0.0 -0.2 0.1
H -1.131 -3.681 1.537 -0.3 -0.1 0.2
H -1.698 4.886 0.297 -1.2 -0.3 0.9
O 4.075 3.666 0.309 0.8 -0.1 -0.2
H 4.571 2.821 2.140 0.3 -0.1 -0.4
H 3.580 -0.556 -2.116 0.2 -0.2 0.0
O 0.470 0.238 4.386 -2.4 -2.6 -0.2
H -3.318 0.820 1.326 0.0 -0.5 0.1
H -0.004 -2.431 2.429 1.2 0.1 0.7
H -4.213 -3.062 -1.764 -0.2 0.2 0.4
C 4.551 -1.826 1.244 0.0 0.0 0.1
H -3.253 -2.748 -0.226 -0.4 0.1 0.0
B -0.748 5.025 -0.366 -0.9 1.8 -1.8
C -3.242 -2.876 -1.306 0.6 -0.6 -0.9
H -1.564 -2.966 3.393 -0.7 -0.8 1.7
H -1.358 -3.884 -1.243 0.1 -0.2 -0.2
O -2.356 -4.330 -3.010 -0.2 0.0 0.0
Zr -0.335 3.660 1.370 -1.6 -1.5 2.8



Entry 3:
39
Properties=species:S:1:pos:R:3:forces:R:3 method="wB97M-V/def2-TZVPD" e_homo_ev=-17.120 relative_energy_kcal_mol=96.8 orbital_gap_ev=11.26 total_charge=+2 fmax_ev_per_a=6.39
O -1.608 -1.110 -2.383 -6.0 -1.7 1.1
H -3.258 1.917 2.541 -1.2 0.0 0.3
H 1.772 1.681 1.412 0.4 -1.0 1.0
N -0.198 1.921 1.342 0.8 0.3 -0.3
C -0.758 2.634 2.210 0.0 3.5 3.5
H -2.352 -1.694 -2.859 2.6 2.0 1.5
H -2.210 0.190 -0.975 0.1 1.5 0.2
H -0.485 1.941 0.389 -1.5 0.8 -0.7
H 0.658 0.289 2.053 0.5 -1.7 2.0
H -1.701 -2.495 2.570 2.0 0.2 -2.9
O -1.113 -2.406 1.694 0.8 -3.0 5.6
H -3.067 1.645 1.022 -2.3 -0.6 -4.1
C 0.915 1.000 1.356 -0.3 2.3 -3.0
O 1.222 -4.100 1.187 1.6 0.4 2.1
H 0.552 -4.557 0.753 -1.9 -1.3 -1.5
C 2.194 -0.455 -0.029 1.2 -1.5 -2.3
C 0.973 0.417 -0.098 -0.9 0.4 1.2
H 1.037 1.208 -0.823 1.1 0.8 -0.2
H -2.172 1.698 -1.462 0.0 -1.2 1.6
O -0.048 3.116 -2.602 1.7 2.2 2.6
H 0.085 4.127 -2.517 -0.8 -2.6 -0.9
H 2.021 -1.670 1.782 0.7 -0.4 -2.5
H -0.872 -1.171 -2.895 3.4 -0.3 -2.5
O -2.674 1.762 1.816 1.6 -0.3 4.4
H 2.063 -0.412 -4.092 0.2 0.6 0.6
H -1.529 3.395 1.918 1.5 -0.8 0.1
N 1.892 -1.757 0.699 -2.6 1.9 2.8
O 1.864 -0.845 -3.244 0.1 1.0 -0.6
H -1.576 -1.841 1.184 -2.8 3.0 -2.8
H 1.626 -1.671 -3.625 -0.4 -1.7 0.0
H 1.130 -4.424 2.104 0.3 0.2 -0.5
O -2.161 1.131 -0.624 0.0 -0.3 -2.3
H 2.322 -2.587 0.342 0.4 -0.7 0.0
H -0.593 2.836 -3.302 -1.0 0.4 -1.6
H 2.629 -0.671 -1.071 -1.0 -0.1 1.5
H -0.052 0.115 -0.499 1.4 -1.2 1.0
H -0.419 2.828 3.415 -0.7 -1.5 -3.6
H 0.835 -1.944 0.794 1.5 -0.1 -0.9
H 3.053 -0.042 0.514 -0.5 0.4 -0.1



Entry 4:
13
Properties=species:S:1:pos:R:3:forces:R:3 method="wB97M-V/def2-TZVPD" smiles="[H]/N=C/OCCC#N" e_homo_ev=-10.458 relative_energy_kcal_mol=70.3 orbital_gap_ev=11.17 fmax_ev_per_a=3.93
H 0.958 -0.999 -0.922 -3.7 -0.5 1.1
H -2.908 -0.062 0.978 0.4 0.0 -0.2
N -2.297 0.572 -0.939 0.1 -0.4 0.3
N 3.379 0.423 -0.886 -0.4 -0.5 -0.2
O -0.941 -0.435 0.643 0.3 -1.0 -0.7
H 0.004 0.435 -0.946 0.3 1.0 0.3
H 1.626 -1.106 1.197 -0.2 0.2 0.1
H -3.265 0.836 -1.102 0.2 0.1 0.2
C -2.135 0.065 0.205 0.2 -0.2 -0.5
C 0.239 -0.294 -0.189 0.9 -0.4 -1.1
C 2.482 0.064 -0.259 1.8 1.3 0.7
H 1.436 0.638 1.493 -0.1 0.1 -0.2
C 1.424 -0.138 0.724 0.3 0.2 0.2